Record 1
Here is a molecular structure, C37H42IrN5Si from OMol25. Energies are from wB97M-V/def2-TZVPD.

Cartesian coordinates (Å):
Ir 0.65066 0.72103 -0.50305
C 2.05208 3.35570 -0.50467
N 0.65950 2.79409 -0.49287
C -0.06228 3.22743 0.72913
C 0.36344 2.38259 1.88726
C 0.35741 2.88199 3.17477
C 0.62971 2.03335 4.23391
C 0.89795 0.70691 3.95179
C 0.89976 0.28341 2.63738
N 0.65718 1.09569 1.59880
C -0.09194 3.22581 -1.69892
C 0.32257 2.40553 -2.88039
C 0.24233 2.92445 -4.15979
C 0.53403 2.11175 -5.24292
C 0.93067 0.80903 -4.99102
C 1.00754 0.37087 -3.68437
N 0.69773 1.13528 -2.62960
C 3.16445 2.34015 -0.46381
C 4.47188 2.77809 -0.30537
C 5.49589 1.84768 -0.30402
C 5.17856 0.50508 -0.46403
C 3.85315 0.15506 -0.60480
N 2.85822 1.05106 -0.60821
H 2.16677 4.03175 0.34355
H 2.16869 3.96526 -1.40303
H -1.12730 3.07516 0.56387
H 0.09624 4.29096 0.91979
H 0.12703 3.92608 3.33767
H 0.62312 2.39864 5.25164
H 1.09934 -0.00967 4.73488
H 1.10612 -0.74633 2.41488
H 0.05253 4.29291 -1.88324
H -1.15215 3.05654 -1.51615
H -0.05494 3.95516 -4.29716
H 0.46640 2.48983 -6.25366
H 1.19221 0.13231 -5.79141
H 1.37179 -0.62481 -3.47493
H 4.67720 3.83364 -0.18547
H 6.52273 2.16178 -0.17676
H 5.94174 -0.25931 -0.47373
H 3.56609 -0.88403 -0.72879
C -1.43064 0.61145 -0.64113
Si -2.01690 -0.89846 0.26537
C -0.74065 -2.14717 -0.34720
N 0.65089 -1.56484 -0.50146
C 1.21926 -2.12834 -1.76422
C 1.34761 -3.66317 -1.81009
C 1.65328 -4.28084 -0.44332
C 2.38241 -3.24787 0.39469
C 1.50831 -2.01925 0.64807
C -3.72471 -1.45635 -0.23583
C -3.98207 -1.81822 -1.56305
C -5.25138 -2.18757 -1.97561
C -6.29671 -2.19682 -1.06129
C -6.06544 -1.83890 0.25800
C -4.79014 -1.47377 0.66602
C -1.97711 -0.66160 2.12046
C -1.70262 -1.71907 2.99059
C -1.81337 -1.56707 4.36687
C -2.22223 -0.35230 4.89819
C -2.51773 0.70883 4.05146
C -2.39269 0.55156 2.67872
H -1.95143 1.49377 -0.25656
H -1.69308 0.53280 -1.70232
H -1.09374 -2.45102 -1.33533
H -0.70293 -3.06359 0.23802
H 2.18818 -1.65046 -1.94243
H 0.53856 -1.82821 -2.56024
H 2.15204 -3.88922 -2.51142
H 0.44203 -4.10109 -2.22993
H 2.24024 -5.19144 -0.55123
H 0.73218 -4.57400 0.06203
H 3.31331 -2.95824 -0.10818
H 2.67278 -3.65801 1.36281
H 2.14684 -1.18498 0.94006
H 0.82122 -2.24054 1.46629
H -3.18169 -1.81018 -2.29828
H -5.42922 -2.46871 -3.00524
H -7.28987 -2.48571 -1.37849
H -6.87847 -1.84847 0.97170
H -4.62682 -1.20799 1.70369
H -1.41056 -2.68796 2.59678
H -1.60178 -2.40136 5.02313
H -2.33099 -0.23929 5.96877
H -2.86042 1.64994 4.46266
H -2.64784 1.38581 2.03131

Force components x, y, z for each atom (eV/Å):
0.547 -0.095 -0.888
0.000 0.047 -0.009
-0.109 -0.036 -0.033
0.091 0.045 0.088
-0.019 0.032 -0.053
0.042 0.012 -0.070
0.042 -0.069 -0.014
0.014 0.094 0.039
0.116 -0.022 0.058
-0.252 -0.203 -0.074
0.051 0.072 -0.047
-0.110 0.100 -0.017
0.053 -0.039 -0.002
0.019 -0.048 0.059
-0.017 0.121 -0.045
0.393 -0.194 -0.004
-0.327 -0.250 0.331
0.049 0.137 -0.040
0.017 -0.060 -0.045
-0.055 -0.001 0.008
0.013 0.054 -0.020
0.036 -0.194 -0.113
-0.313 -0.117 0.537
-0.026 0.005 -0.002
0.019 -0.027 -0.009
0.009 0.004 -0.015
0.024 -0.012 0.003
-0.007 0.005 0.001
0.001 0.001 0.006
-0.003 0.006 -0.013
-0.073 0.249 0.140
0.013 -0.012 -0.008
0.016 -0.024 0.029
-0.009 0.001 -0.007
-0.003 0.002 -0.003
0.001 -0.002 -0.004
-0.102 0.389 -0.145
0.013 0.002 0.004
0.006 0.004 -0.009
0.012 0.000 0.001
0.078 0.188 0.075
0.196 0.084 0.302
-0.216 0.033 -0.045
-0.011 0.077 -0.020
-0.027 0.148 -0.033
-0.161 -0.048 -0.030
-0.147 0.018 0.066
0.001 0.051 -0.039
0.055 -0.023 -0.026
0.133 -0.063 0.037
0.092 -0.031 -0.048
0.047 0.021 -0.036
-0.015 -0.005 0.004
-0.002 0.000 0.005
-0.021 -0.013 -0.009
0.028 -0.031 0.054
-0.102 -0.010 -0.006
0.057 0.007 0.028
0.005 -0.023 -0.009
-0.020 0.001 -0.001
0.004 -0.035 -0.007
-0.005 -0.011 0.012
-0.068 -0.025 -0.042
-0.101 -0.012 0.003
-0.007 0.039 -0.031
0.056 -0.052 0.011
-0.124 -0.089 0.062
0.074 -0.058 0.161
0.013 -0.015 -0.019
0.010 0.015 -0.007
0.043 0.040 -0.024
-0.010 -0.037 -0.001
-0.056 -0.045 0.015
0.024 0.054 0.014
-0.021 -0.137 -0.022
0.071 0.000 -0.041
0.003 0.006 0.002
0.002 0.001 -0.001
-0.002 0.001 0.001
-0.001 0.001 0.003
0.008 0.014 0.016
-0.024 -0.012 -0.007
-0.006 -0.006 0.003
0.000 0.006 0.013
-0.004 0.009 0.002
-0.024 -0.011 0.003

Results
Kohn-Sham gap in eV: 7.925
Max |F| in eV/A: 1.05
ΔE to the lowest compared entry with this formula, charge and spin in eV: 0.1590
Charge: +2
E_HOMO in eV: -13.16

Mulliken population analysis, charges in e, atoms 1 to 4: 3.31, -1.60, 0.59, -2.30



Record 2
Here is 2 unconnected molecules or ions with the total composition C37H42N2O5 from OMol25. Energies are from wB97M-V/def2-TZVPD.

Cartesian coordinates (Å):
C -6.22643 2.13885 1.18412
C -6.59373 2.24799 -0.29528
N -5.50808 1.83499 -1.14625
C -5.66188 1.45684 -2.52691
C -4.23403 1.02758 -2.95989
C -3.41593 1.10474 -1.70699
C -2.13205 0.73905 -1.35815
C -1.61350 1.08242 -0.05281
C -0.31353 0.66851 0.32301
C 0.26554 0.88225 1.60436
C 1.66494 1.19995 1.69145
C 2.17330 1.69159 2.87752
C 1.31643 1.79383 3.99073
N 1.99608 2.16559 5.10239
C 1.42524 2.08434 6.42159
C -0.09026 2.29056 6.37822
C -0.80538 1.48815 5.27451
C -0.02206 1.36131 4.00083
C -0.50733 0.83274 2.81489
C 3.41287 2.28415 4.85466
C 3.52814 2.13979 3.31524
C -2.45822 1.83680 0.83619
C -3.79813 2.03149 0.56419
C -4.23613 1.68281 -0.72197
C -4.80422 2.62486 1.49519
H -6.94753 2.71090 1.76876
H -6.31784 1.09084 1.49734
H -7.46409 1.61561 -0.52091
H -6.90099 3.28421 -0.53079
H -6.38843 0.63641 -2.62123
H -6.05830 2.27674 -3.14415
H -4.25575 0.02155 -3.39468
H -3.86445 1.71373 -3.73825
H -1.51015 0.16872 -2.04636
H 0.31901 0.28999 -0.46511
H 2.27143 1.12137 0.79257
H 1.63983 1.08482 6.84544
H 1.91970 2.82672 7.06702
H -0.50043 2.02758 7.35925
H -0.29694 3.35295 6.20302
H -1.05684 0.48957 5.65639
H -1.76551 1.97524 5.05585
H -1.52225 0.41454 2.79361
H 3.81882 3.23476 5.22506
H 3.96757 1.49404 5.38480
H 4.31551 1.42382 3.05351
H 3.80257 3.10971 2.87688
H -2.06939 2.24814 1.77308
H -4.76402 3.72214 1.43805
H -4.54260 2.35274 2.52251
C 0.07900 0.75590 -5.06301
C 0.92885 0.69957 -3.82469
O 0.89769 -0.69011 -3.38805
C 1.54165 -0.86212 -2.21329
C 1.58798 -2.21800 -1.68233
C 0.69156 -3.25022 -2.21444
O 0.97881 -4.44996 -2.28824
O -0.46096 -2.85839 -2.78859
C -0.87535 -3.90851 -3.68349
C -1.82856 -3.31747 -4.67391
C 2.85660 -2.71020 -1.24325
C 3.03376 -4.08546 -0.88508
C 4.27883 -4.66474 -0.83568
C 5.44723 -3.86913 -0.90265
O 6.63911 -4.49980 -0.69602
C 7.82234 -3.66770 -0.72353
C 5.31379 -2.48260 -1.14632
C 4.05164 -1.92307 -1.28508
O 2.08453 0.09462 -1.65556
H 0.02943 1.77791 -5.45325
H 0.50925 0.12451 -5.85068
H -0.94838 0.43129 -4.83629
H 1.95714 1.02110 -4.02681
H 0.52706 1.31323 -3.00667
H -0.00998 -4.29349 -4.22418
H -1.27574 -4.72668 -3.08688
H -2.42162 -4.11476 -5.12240
H -2.49756 -2.57747 -4.23002
H -1.24633 -2.84080 -5.46919
H 2.17034 -4.71497 -0.71429
H 4.37788 -5.73948 -0.73097
H 8.64790 -4.31814 -0.44001
H 7.99092 -3.26738 -1.73206
H 7.73774 -2.83751 -0.00900
H 6.20777 -1.85960 -1.23797
H 3.98510 -0.84838 -1.44860

Force components x, y, z for each atom (eV/Å):
0.134 -0.351 0.075
-0.442 0.455 -0.033
0.554 0.242 0.435
-0.241 -0.337 -0.648
-0.193 -0.331 -0.934
0.942 0.057 0.597
-0.471 0.241 -0.003
-0.188 -0.093 0.185
-0.461 0.724 0.088
0.013 -0.545 0.640
-0.142 0.336 0.264
-1.026 -0.441 -0.545
0.104 -0.666 0.361
-0.596 0.634 -0.159
0.033 -0.475 0.205
0.010 0.376 -0.196
-0.356 -0.496 0.411
0.245 -0.070 -0.566
0.088 0.882 -0.183
0.550 -0.113 -0.025
1.017 0.241 -0.043
-0.476 -0.347 -0.034
0.721 -0.068 -0.240
-0.511 -0.196 0.320
-0.072 0.501 0.296
-0.003 -0.053 -0.024
0.046 0.143 -0.073
0.139 0.086 0.094
0.174 -0.250 -0.006
0.144 0.056 0.093
0.184 -0.040 0.228
0.120 0.201 0.048
0.041 -0.266 0.296
0.043 0.084 0.098
0.354 -0.069 -0.098
-0.063 -0.091 0.031
0.018 0.213 -0.006
-0.251 -0.185 -0.149
0.005 0.118 -0.198
0.110 -0.085 0.118
0.055 0.092 -0.080
0.147 -0.112 0.095
0.479 0.167 -0.060
-0.198 -0.087 -0.113
-0.159 -0.003 -0.123
-0.172 0.181 -0.059
-0.099 -0.267 -0.024
-0.017 -0.273 -0.439
-0.059 -0.126 0.009
-0.091 0.110 -0.063
-0.291 0.126 -0.302
-0.264 -0.577 0.221
0.126 1.312 -0.383
0.117 -1.440 1.351
-2.013 0.266 -1.249
2.023 -0.235 0.004
-0.566 0.582 0.318
-0.377 -0.134 -0.523
-0.319 0.234 0.064
-0.226 0.155 -0.433
2.294 -0.314 0.967
-0.013 0.693 -0.134
1.134 0.657 0.360
-1.078 0.742 -0.403
1.283 0.385 -0.048
-0.890 -0.539 -0.046
0.448 -1.160 0.430
-0.842 -0.387 -0.082
-0.070 0.491 -0.240
0.030 -0.066 0.080
-0.233 0.037 0.200
0.310 -0.031 -0.181
-0.170 -0.146 0.170
0.148 0.046 -0.291
-0.073 -0.054 0.190
-0.188 -0.021 -0.147
-0.095 0.051 -0.093
-0.025 -0.082 0.026
-0.265 0.132 0.068
0.352 0.199 -0.094
0.064 0.069 0.285
-0.057 0.030 -0.035
-0.020 -0.035 0.169
0.009 -0.178 -0.113
-0.433 -0.111 0.113
-0.013 -0.403 -0.079

Results
Kohn-Sham gap in eV: 3.260
Max |F| in eV/A: 2.51
ΔE to the lowest compared entry with this formula, charge and spin in eV: 0.0000
E_HOMO in eV: -4.91

Mulliken population analysis, charges in e, atoms 1 to 4: -0.83, -0.64, 0.00, -0.89



Record 3
Here is a molecular structure, C37H43BGeN2O5Pt from OMol25. Energies are from wB97M-V/def2-TZVPD.

Cartesian coordinates (Å):
Pt -0.14056 -1.11151 0.91038
C 2.65740 -6.39137 -0.37225
N 1.35880 -5.74613 -0.45253
C 0.70701 -5.93699 -1.73824
C 1.22959 -4.45649 0.07635
O 0.63883 -3.55943 -0.48271
C 1.77228 -4.20193 1.48343
O 0.65790 -3.81100 2.23701
C 1.01028 -3.09154 3.38955
C -0.27751 -2.72665 4.11751
O -1.29276 -3.39906 3.99791
N -0.16857 -1.66528 4.97675
C -1.39653 -1.08675 5.48195
C 0.98598 -0.77524 4.93649
H 2.54143 -7.47672 -0.41947
H 3.15564 -6.14438 0.56057
H 3.30884 -6.07954 -1.19862
H 0.50690 -7.00150 -1.87536
H 1.32552 -5.57958 -2.57015
H -0.22429 -5.37929 -1.75279
H 2.52913 -3.40907 1.38882
H 2.22358 -5.07877 1.96752
H 1.55358 -2.19719 3.07046
H 1.63892 -3.68076 4.08389
H -2.20393 -1.79417 5.32007
H -1.62819 -0.16316 4.94335
H -1.30228 -0.86894 6.54970
H 1.90883 -1.30964 5.17540
H 0.84560 -0.00276 5.69457
H 1.08181 -0.28993 3.95309
C 1.17447 0.11005 1.48277
Ge 2.25628 0.78608 0.10491
C 2.32037 2.82280 0.00464
C 3.44582 3.62343 0.21177
C 3.38653 5.01417 0.12206
C 2.19037 5.64282 -0.19286
C 1.05549 4.86705 -0.41032
C 1.12598 3.48507 -0.30375
C 2.28914 0.54352 -1.89813
C 3.33974 1.01249 -2.69110
C 3.30429 0.91371 -4.07769
C 2.19728 0.35288 -4.70668
C 1.14091 -0.11643 -3.93667
C 1.19380 -0.02936 -2.54771
C 4.14842 0.37093 0.61534
C 4.95823 -0.50204 -0.11533
C 6.23840 -0.84611 0.30877
C 6.74563 -0.32598 1.49355
C 5.94903 0.51970 2.25553
C 4.67000 0.85464 1.82165
H 4.40141 3.15736 0.43333
H 4.27904 5.60733 0.29742
H 2.14281 6.72335 -0.27661
H 0.11350 5.34530 -0.65792
H 0.22669 2.89579 -0.46530
H 4.20213 1.47378 -2.21752
H 4.13926 1.27530 -4.66990
H 2.15977 0.28770 -5.78905
H 0.27118 -0.55442 -4.41485
H 0.37263 -0.41853 -1.94814
H 4.58001 -0.91907 -1.04336
H 6.84498 -1.51877 -0.28932
H 7.75009 -0.57515 1.81827
H 6.32924 0.92488 3.18769
H 4.05588 1.51224 2.42840
C -6.63837 3.84548 -2.65037
C -6.69743 2.76769 -1.55981
C -6.93614 3.46118 -0.21687
C -7.90439 1.85454 -1.82951
C -5.41225 1.93353 -1.56307
C -5.11114 1.15018 -2.67438
C -3.99888 0.29880 -2.70898
C -3.19955 0.23879 -1.59214
O -2.12443 -0.53004 -1.34784
B -1.65530 -0.23567 0.03007
O -2.55811 0.82198 0.47644
C -3.46434 1.04806 -0.48867
C -4.55064 1.89353 -0.45493
H -7.58306 4.39840 -2.69686
H -6.45205 3.40236 -3.62965
H -5.83379 4.55421 -2.44391
H -7.88260 4.00789 -0.25399
H -6.14336 4.17497 0.01357
H -6.99426 2.73723 0.59781
H -8.84005 2.40715 -1.69422
H -7.89956 1.00703 -1.14184
H -7.88766 1.46124 -2.84703
H -5.75635 1.18726 -3.54575
H -3.77452 -0.30241 -3.58147
H -4.70377 2.51483 0.41686

Force components x, y, z for each atom (eV/Å):
0.686 1.099 -0.245
-0.091 -0.056 0.106
0.102 0.330 -0.293
0.041 -0.011 0.066
-0.126 0.461 0.204
-0.005 -1.099 -0.161
0.034 -0.106 -0.050
-0.013 -0.274 0.122
-0.010 0.186 -0.049
-0.135 -0.100 0.063
0.316 0.227 0.164
-0.155 -0.157 -0.205
0.007 -0.010 -0.032
0.031 0.176 -0.111
-0.019 -0.003 -0.017
-0.002 -0.007 0.013
0.004 0.005 -0.016
0.015 -0.016 -0.024
0.010 0.014 -0.004
-0.016 -0.007 0.018
-0.152 0.128 0.119
0.071 -0.041 -0.170
-0.006 0.093 0.082
-0.039 -0.106 -0.112
-0.014 -0.022 0.026
0.004 0.011 0.008
-0.005 0.021 0.007
-0.034 -0.013 -0.009
-0.014 -0.059 0.020
0.051 0.011 -0.010
-0.406 -0.476 0.726
0.506 0.334 -0.309
-0.036 0.043 -0.008
-0.021 0.024 -0.080
-0.023 -0.059 0.007
0.009 -0.045 -0.007
0.029 0.005 0.022
0.020 -0.029 0.010
-0.184 -0.155 -0.089
-0.071 0.026 0.000
-0.011 -0.040 0.017
0.020 0.011 0.042
0.044 0.018 0.046
0.047 -0.045 0.005
-0.006 -0.097 0.136
0.049 0.041 -0.005
-0.035 0.033 -0.007
-0.037 -0.003 -0.013
-0.048 0.013 -0.039
0.021 0.023 -0.045
-0.018 0.004 0.030
0.014 -0.006 -0.016
-0.009 0.005 0.021
-0.010 -0.013 -0.007
-0.012 0.011 0.039
-0.001 0.013 0.001
-0.003 0.023 -0.003
0.004 -0.012 -0.009
-0.008 0.000 0.006
0.066 -0.006 -0.017
-0.001 -0.003 -0.001
-0.005 -0.003 -0.010
-0.005 -0.026 0.014
-0.014 -0.003 0.013
0.008 -0.010 0.008
-0.007 0.018 0.010
0.005 0.037 -0.016
0.004 0.000 -0.024
0.003 -0.005 0.013
-0.025 -0.029 -0.004
0.063 -0.024 -0.012
-0.121 0.045 -0.104
0.151 -0.050 0.045
0.060 0.208 0.198
-0.720 -0.410 -0.176
0.273 -0.043 0.004
-0.005 -0.052 0.046
-0.056 0.152 -0.022
0.012 0.003 0.002
-0.001 0.004 0.006
0.008 -0.015 -0.016
0.013 0.017 0.003
0.005 -0.018 0.012
0.006 0.011 0.004
0.005 0.006 -0.034
-0.016 0.008 0.003
0.019 -0.025 0.019
-0.007 -0.016 0.008
-0.031 -0.013 0.008
-0.046 -0.077 0.039

Results
Kohn-Sham gap in eV: 3.161
Max |F| in eV/A: 1.32
Charge: -2
E_HOMO in eV: 0.87

Mulliken population analysis, charges in e, atoms 1 to 4: 0.43, -1.03, 0.07, -0.97



- What is the E_HOMO in the second record?
  -4.91 eV



- What is the formula in the first record?
  C37H42IrN5Si



- Number 3 is which compound?
  C37H43BGeN2O5Pt